Record 1
Here is C21H51AlClIN7O7 as an isolated structure from the OMol25 dataset. Energies are from ωB97M-V/def2-TZVPD.

Positions of all 89 atoms, in Å:
H  1.864111  -4.476910  -4.754162
H  0.318252  -0.588002  11.783267
C  0.446523  5.098667  3.965056
C  0.955919  0.056109  9.821327
C  -0.864615  2.381865  6.209983
N  -1.947291  1.638680  5.579747
H  3.780563  -2.416528  -6.669080
C  -2.709716  -6.413568  -5.693254
N  1.986874  -3.342733  -7.264153
H  1.643111  4.698734  1.647749
H  -0.976918  -0.364245  -6.112179
C  0.615381  4.375098  1.566481
H  2.547045  4.663900  3.679888
C  0.663211  -1.021240  10.844081
C  -2.809654  0.778079  6.174461
C  0.925084  -4.300437  -5.279519
H  2.448177  0.264415  12.017811
H  2.068754  6.283664  3.161941
H  -1.044406  4.319038  2.901088
C  1.906143  5.513959  3.916285
C  -3.316199  0.671967  -8.253133
H  -1.858177  -6.761495  -5.106547
H  5.864855  2.480415  -0.514503
C  1.145338  -4.293512  -6.775104
H  -3.170848  -6.150226  -2.018757
C  3.802388  2.821120  0.037250
O  3.235687  2.823540  1.118455
H  -1.653188  0.180174  7.898661
H  -4.796768  -6.518386  -2.601466
H  0.092829  2.110083  5.761023
H  3.775319  0.982947  11.105731
C  -2.233162  0.702920  -7.191778
H  2.057068  1.659555  9.408471
H  3.013489  2.948847  -3.089862
H  2.170788  5.908822  4.891914
O  -3.243305  -4.095545  -5.707145
H  -2.098198  1.751056  4.589950
H  -2.625557  -1.824691  -8.145733
C  5.236355  3.282661  -0.127212
C  3.617677  2.323398  -2.431563
H  2.095934  -3.379614  -8.264610
O  -1.900115  1.719381  -6.611912
Al  -1.768361  1.504856  -2.691453
H  -3.399150  -0.133592  7.994732
O  -0.208506  5.242749  4.993071
C  2.711281  1.064507  11.334370
C  -1.875716  -1.817661  -7.360461
H  1.549095  -1.624377  11.044394
H  5.299447  4.131417  -0.808598
H  2.546815  2.016305  11.842402
H  -3.390569  -7.207463  -3.414969
C  -3.769615  -6.322227  -2.914716
H  2.408431  -1.319586  -6.868678
O  0.364795  0.112008  8.759347
O  -3.679085  0.200646  5.540093
N  -1.649207  -0.473451  -6.858305
H  0.226243  -5.093396  -5.036674
H  -4.140489  0.026585  -7.949163
C  2.702057  -2.314955  -6.532619
H  0.608845  3.327471  1.285932
H  -2.369058  -6.178227  -6.695940
C  -3.249723  -5.141386  -5.082663
H  3.565030  1.298602  -2.801957
H  4.649315  2.657670  -2.488351
N  1.912177  0.972145  10.131255
H  0.117951  4.939893  0.777849
C  -2.641853  0.572288  7.667183
H  -0.115639  -1.658108  10.439438
H  -3.683152  1.685269  -8.379928
H  -0.829081  2.134385  7.264459
Cl  -0.854751  2.452769  -0.911460
H  -4.024069  -4.290920  -3.462126
H  -2.778112  1.513518  8.201948
N  -3.705858  -5.184577  -3.805597
H  2.185027  2.119850  -0.887679
H  -0.943947  -2.224610  -7.764781
N  3.141027  2.402633  -1.067654
H  -1.187125  2.178828  -3.987416
H  0.502936  -3.351184  -4.946605
H  -2.212624  -2.454219  -6.545092
N  -0.073125  4.580525  2.838331
H  -0.998679  3.455503  6.089564
O  0.600337  -5.085112  -7.525713
H  2.482804  -2.389858  -5.473570
I  -0.928134  -1.000771  -2.731312
H  -3.450425  -7.211633  -5.750844
H  -3.353791  1.504739  -2.573399
H  -2.925521  0.308543  -9.204728
H  5.602993  3.581647  0.849136

Forces on atoms 1 to 2 (eV/Å):
H -0.01 0.06 0.06
H 0.02 0.00 0.02

Values from the calculation:
E_tot in eV: -74595.893
Frontier orbital gap in eV: 7.35
LUMO level in eV: 1.873
Net charge: -1

Record 2
Here is a 3-piece molecular cluster, C21H51N2O12PS overall from the OMol25 dataset. Energies are from ωB97M-V/def2-TZVPD.

Positions of all 88 atoms, in Å:
H  8.933990  1.366326  -2.668254
C  -3.910694  -0.691746  -2.357987
H  -2.833804  -2.458480  -1.718142
H  1.359430  -3.410467  -4.881911
H  2.902831  -1.776240  -0.818318
C  -6.341337  -0.525477  -2.666814
H  1.201353  -2.084984  -0.791932
O  9.560902  -1.863392  -0.959850
C  9.764007  -1.157708  -2.166647
O  -0.461988  -1.279167  -3.285497
H  -4.940914  -0.033455  6.301238
O  5.761146  1.651976  -2.723753
H  -4.107314  2.011082  6.341184
P  4.506442  0.726200  -2.957642
O  3.436620  1.355679  -2.001389
H  1.902782  0.553651  -3.228809
H  -3.673043  -0.787419  -3.421080
C  6.930151  1.196518  -3.442603
H  7.278546  2.049909  -4.008954
C  -3.155835  3.652983  5.397002
H  10.186840  -1.251677  0.890214
C  -3.384545  -2.161655  0.645551
H  -1.976985  -1.432903  5.374228
H  -2.729279  -0.081547  6.239144
C  -2.835073  -1.379514  -1.544601
O  0.466242  -3.050229  -4.742250
C  -2.658881  -0.587993  5.273527
H  -7.243414  -1.116546  -2.489204
H  -4.421864  -2.450037  0.441433
O  -7.012742  0.892860  -0.763349
H  -1.736056  2.475672  3.354577
H  -0.232288  2.637391  4.277338
C  -1.228279  3.053541  4.134289
H  -3.313590  -1.855891  1.689562
H  2.040266  0.320308  -0.228536
C  -5.396225  0.807798  4.326914
C  -5.041604  -0.348940  5.256014
H  -3.161249  4.276858  6.295462
H  6.711280  0.399495  -4.142502
H  -5.063543  1.378483  -0.192149
H  0.517941  0.071619  -0.987405
H  -6.215883  -0.460397  -3.752453
H  -2.231196  0.091161  4.530531
O  -1.906448  2.972282  5.373237
H  -1.127430  4.092283  3.806424
C  1.580555  -0.030300  -1.149758
H  -5.711398  -0.156239  0.465612
H  -5.230080  3.224005  5.691432
H  7.741314  0.836798  -1.469990
H  -2.732925  -3.026776  0.489769
N  -5.222872  -1.279915  -2.108072
H  7.647517  -1.345970  -2.470712
S  0.369964  -2.427143  -3.282532
H  9.475789  0.013051  -0.076356
C  -6.594147  0.875290  -2.115963
C  -5.955862  0.870569  0.180385
H  -3.268356  4.313139  4.532597
N  -4.461347  1.927091  4.246155
H  -5.880400  -1.049678  5.230306
H  2.524384  -3.010692  -2.699534
C  -4.306824  2.673781  5.488220
H  1.468711  1.815095  -2.148025
H  -3.887166  0.374820  -2.094137
H  -6.382955  1.193600  4.601635
H  8.532856  -0.790498  -3.895177
H  10.257405  -1.850958  -2.842407
O  -3.910103  -1.095382  4.846697
H  -7.419661  1.306356  -2.689551
H  10.436594  -0.312758  -2.025778
H  -5.359956  -1.353665  -1.109242
H  5.155510  -0.509691  -1.400057
C  8.059248  0.747411  -2.503149
H  -1.869475  -0.995368  -1.858747
C  2.064947  0.914647  -2.223198
H  -5.485377  0.401088  3.316326
C  2.019938  -2.050473  -2.723227
O  4.147862  0.630477  -4.353969
C  1.970673  -1.511081  -1.298365
C  9.393012  -1.038154  0.183081
O  4.922073  -0.686427  -2.330322
H  -5.738397  1.544335  -2.263993
H  2.563942  -1.448325  -3.439635
H  -6.295384  1.386173  1.079873
H  8.418631  -1.192697  0.637639
H  -3.557830  1.566809  3.968547
O  -0.078298  -3.464372  -2.424415
O  -2.977972  -1.067246  -0.153247
C  8.456594  -0.708937  -2.814550

Forces on atoms 1 to 2 (eV/Å):
H 0.11 0.31 0.17
C -0.21 -0.11 0.22

Values from the calculation:
E_tot in eV: -70277.111
Frontier orbital gap in eV: 8.35
SMILES: COCCCCO[P@@](=O)(O)OCCCCS(=O)(=O)O.COCCNCCOC.COCCNCCOC
LUMO level in eV: 0.082
Net charge: 0